1.
{"formula": "C3H7NO2", "method": "ωB97M-V/def2-TZVPD", "fmax_ev_per_a": 4.10, "lumo_energy_ev": 0.1, "smiles": "CCC[N+](=O)[O-]", "orbital_gap_ev": 11.2052, "total_charge": 0, "homo_ev": -11.1, "species": ["C", "C", "C", "N", "O", "O", "H", "H", "H", "H", "H", "H", "H"], "coordinates": [[1.93004, -0.55326, 0.58526], [1.44838, 0.49636, -0.43826], [-0.04886, 1.08659, -0.05608], [-0.98250, -0.11108, -0.00830], [-0.74851, -0.86597, -0.89278], [-1.99684, -0.03627, 0.70388], [1.91246, -0.10926, 1.68001], [1.31865, -1.41164, 0.68680], [2.89757, -1.26893, 0.55955], [1.19312, -0.20413, -1.32133], [2.14009, 1.35881, -0.59428], [-0.31710, 1.72894, 0.90909], [-0.28189, 1.72350, -0.89609]], "forces_ev_per_a": [[2.091, -0.060, 3.520], [-1.496, -1.309, 0.154], [1.747, 0.342, 2.325], [-1.497, 3.508, 0.107], [-0.766, -2.565, -0.623], [1.748, -0.771, -0.744], [0.318, -0.736, -2.042], [-1.744, -0.445, -0.264], [-1.240, 2.688, -0.775], [0.815, 2.118, 0.668], [-0.565, -0.945, -0.154], [1.283, -1.613, -1.827], [-0.693, -0.213, -0.346]], "nbo_charge": [-0.6539, -0.4313, -0.3054, 0.5312, -0.3580, -0.3818, 0.2008, 0.2166, 0.2373, 0.2527, 0.2273, 0.2342, 0.2302]}

=====

2.
{"formula": "C9H14NPS", "method": "ωB97M-V/def2-TZVPD", "fmax_ev_per_a": 0.93, "lumo_energy_ev": -0.2, "orbital_gap_ev": 7.3172, "total_charge": 0, "homo_ev": -7.5, "species": ["C", "C", "C", "C", "C", "C", "C", "C", "C", "N", "P", "S", "H", "H", "H", "H", "H", "H", "H", "H", "H", "H", "H", "H", "H", "H"], "coordinates": [[2.51534, -0.23139, -2.81808], [1.16065, -0.42095, -2.59219], [3.24793, 0.58979, -1.97691], [0.54243, 0.20742, -1.52774], [2.63434, 1.21351, -0.90461], [1.28182, 1.01120, -0.66585], [-1.03614, 0.14273, 2.35733], [1.06288, -0.77297, 1.77844], [-3.46084, 0.35398, -0.83636], [-0.00550, 0.17024, 1.61946], [0.38125, 1.89206, 0.68819], [1.75933, 2.56166, 1.91045], [2.99692, -0.71635, -3.65496], [0.58385, -1.05126, -3.25407], [4.30074, 0.74928, -2.16065], [-0.51605, 0.07323, -1.35574], [3.20048, 1.85622, -0.24382], [-1.16205, -0.58433, 3.15228], [-1.81032, 0.87678, 2.19528], [-3.12141, -0.56119, -1.30630], [1.99840, -0.22069, 1.87388], [0.91620, -1.41051, 2.65115], [1.12402, -1.38284, 0.87365], [-4.17720, 0.11881, -0.06082], [-2.61593, 0.87678, -0.40299], [-3.92558, 0.98776, -1.57989]], "forces_ev_per_a": [[0.052, -0.015, -0.035], [-0.094, -0.146, -0.131], [0.085, -0.042, -0.112], [0.153, 0.045, 0.053], [-0.055, -0.022, 0.074], [-0.176, 0.265, 0.109], [0.222, -0.101, -0.354], [0.551, -0.612, -0.085], [0.079, 0.001, 0.005], [-0.628, 0.422, 0.545], [-0.012, -0.127, -0.246], [0.111, 0.247, 0.195], [0.025, -0.035, -0.061], [-0.028, -0.056, -0.058], [0.080, 0.005, -0.016], [-0.166, -0.024, -0.018], [-0.025, 0.024, 0.074], [0.048, -0.183, -0.066], [-0.058, 0.253, -0.006], [0.051, -0.166, -0.071], [-0.033, 0.043, 0.043], [-0.034, 0.025, -0.022], [-0.020, 0.024, 0.103], [-0.176, -0.060, 0.153], [0.142, 0.117, 0.053], [-0.094, 0.120, -0.127]], "nbo_charge": [-0.2041, -0.2348, -0.2092, -0.1624, -0.2031, -0.4082, 0.0504, -0.4514, -0.8525, -0.4337, 0.7649, -0.6628, 0.2130, 0.2114, 0.2136, 0.2013, 0.2421, 0.1820, 0.2071, 0.2097, 0.2560, 0.1993, 0.2303, 0.2100, 0.2105, 0.2205]}

=====

3.
{"formula": "C2H4N4S", "method": "ωB97M-V/def2-TZVPD", "fmax_ev_per_a": 4.49, "lumo_energy_ev": -0.2, "smiles": "Nn1cnc(=S)[nH]1", "orbital_gap_ev": 8.3067, "total_charge": 0, "homo_ev": -8.5, "species": ["N", "N", "C", "N", "C", "S", "N", "H", "H", "H", "H"], "coordinates": [[-1.91339, -0.32317, 0.15757], [-0.53234, -0.08425, -0.31688], [-0.04682, 1.19215, -0.16592], [1.21101, 1.44285, 0.17512], [1.73734, 0.12824, 0.19906], [3.38181, -0.17844, -0.02735], [0.64484, -0.83041, 0.17002], [-1.76688, -0.77258, 1.11736], [-2.65012, -0.82585, -0.51160], [-1.00782, 1.78514, -0.10926], [0.94238, -1.53367, -0.68811]], "forces_ev_per_a": [[0.819, -1.031, 0.579], [1.303, -0.354, 0.183], [-2.378, 1.441, 1.676], [-2.581, -2.020, -0.916], [0.820, 0.497, -1.086], [-2.110, -0.192, 0.675], [0.953, -2.440, -3.643], [-0.851, 0.578, -1.964], [3.117, 0.954, 1.698], [1.895, 0.729, -0.363], [-0.986, 1.839, 3.161]], "nbo_charge": [-0.6845, -0.1361, 0.2708, -0.4661, 0.1845, -0.1160, -0.4822, 0.3869, 0.4061, 0.2187, 0.4180]}

=====

4.
{"formula": "CH9NO3", "method": "ωB97M-V/def2-TZVPD", "fmax_ev_per_a": 2.20, "lumo_energy_ev": 0.9, "smiles": "C=N.O.O.O", "orbital_gap_ev": 11.6184, "total_charge": 0, "homo_ev": -10.8, "species": ["C", "N", "H", "H", "H", "O", "H", "H", "O", "H", "H", "O", "H", "H"], "coordinates": [[1.92740, -0.53673, 0.60353], [2.02480, 0.49200, -0.14909], [1.63942, -0.12693, 1.57811], [2.35818, -1.60893, 0.45665], [2.58446, 0.24901, -0.96443], [-0.39747, 1.84046, -0.59321], [0.41788, 1.30901, -0.44188], [-0.54989, 1.75630, -1.54140], [-0.84090, -1.77839, -0.44948], [-1.45541, -1.08413, -0.12083], [-1.39118, -2.47012, -0.82992], [-2.34896, 0.33179, 0.65828], [-2.15307, 0.59703, 1.56953], [-1.81524, 1.02962, 0.22414]], "forces_ev_per_a": [[1.224, 0.660, 0.767], [0.882, -1.467, -0.574], [-0.763, -1.560, 0.300], [-0.891, 2.011, 0.108], [-0.396, 0.084, -0.630], [0.086, -0.169, -0.232], [-0.152, 0.427, 0.126], [-0.068, 0.088, 0.062], [-0.124, 0.230, 0.016], [0.220, -0.393, 0.001], [-0.008, 0.124, 0.075], [0.351, 0.747, 0.509], [-0.391, -0.566, 0.073], [0.030, -0.217, -0.599]], "nbo_charge": [-0.0058, -0.6595, 0.1762, 0.1823, 0.3370, -0.9797, 0.5006, 0.4733, -0.9885, 0.5020, 0.4656, -0.9752, 0.4696, 0.5021]}

=====

5.
{"formula": "C8H15N2", "method": "ωB97M-V/def2-TZVPD", "fmax_ev_per_a": 6.81, "lumo_energy_ev": -2.9, "smiles": "CC1=[NH+]C(C)=C(C)CN1C", "orbital_gap_ev": 9.9162, "total_charge": 1, "homo_ev": -12.8, "species": ["C", "C", "N", "C", "C", "C", "C", "C", "N", "C", "H", "H", "H", "H", "H", "H", "H", "H", "H", "H", "H", "H", "H", "H", "H"], "coordinates": [[2.42200, -1.55435, -0.19615], [1.27373, -0.58064, 0.02651], [0.23450, -1.33436, 0.30236], [-1.26860, -0.75767, -0.02817], [-2.32058, -1.79701, -0.09917], [-1.25656, 0.56129, 0.06835], [-2.51493, 1.37594, -0.10930], [-0.02995, 1.35419, 0.37345], [1.27196, 0.74103, 0.12520], [2.40721, 1.60357, -0.12361], [3.42147, -1.04927, -0.45773], [2.21101, -2.24543, -0.89538], [2.68724, -1.98219, 0.66820], [0.17190, -2.33912, 0.49431], [-1.83641, -2.61431, -0.70287], [-3.11229, -1.42489, -0.61004], [-2.78995, -2.19575, 0.77450], [-2.37395, 2.24352, -0.61007], [-3.05098, 1.49014, 0.94593], [-3.36063, 0.99878, -0.76285], [-0.19106, 2.22175, -0.13972], [0.08423, 1.76359, 1.34860], [2.42568, 2.17200, 0.72736], [3.38086, 0.98169, -0.15319], [2.11410, 2.36749, -0.96653]], "forces_ev_per_a": [[2.901, 6.075, -1.037], [1.495, -2.019, 0.780], [-5.845, 1.294, -0.694], [3.496, -0.225, 2.765], [3.114, -1.469, -0.827], [-1.378, -0.633, -0.449], [-2.869, -2.788, 2.567], [0.433, -1.065, 0.956], [-1.037, -2.542, -1.755], [0.246, -0.543, -2.466], [-1.575, -0.591, -0.077], [-0.931, -2.185, -2.451], [0.465, -1.849, 3.537], [1.068, 0.709, -0.543], [-0.977, 0.345, 0.534], [-2.345, 1.147, -2.049], [0.526, -0.115, 1.164], [0.938, 3.278, -0.785], [1.266, 0.294, -2.148], [1.205, -0.692, 0.781], [0.461, 2.400, -2.145], [-0.727, -0.131, 1.578], [0.620, 1.740, 2.235], [-1.720, 1.396, -0.567], [1.169, -1.831, 1.097]], "nbo_charge": [-0.6459, 0.5713, -0.5887, 0.2353, -0.6756, -0.0394, -0.6506, -0.2500, -0.3155, -0.4045, 0.2342, 0.2445, 0.2492, 0.4392, 0.2278, 0.2508, 0.2555, 0.2263, 0.2445, 0.2492, 0.2263, 0.2240, 0.2136, 0.2446, 0.2342]}

=====

6.
{"formula": "H10O5", "method": "ωB97M-V/def2-TZVPD", "fmax_ev_per_a": 4.70, "lumo_energy_ev": 0.5, "smiles": "O.O.O.O.O", "orbital_gap_ev": 11.7808, "total_charge": 0, "homo_ev": -11.3, "species": ["O", "H", "H", "O", "H", "H", "O", "H", "H", "O", "H", "H", "O", "H", "H"], "coordinates": [[0.07047, 1.63444, 1.58131], [0.72238, 1.44847, 0.82616], [-0.46605, 2.40705, 1.36455], [1.91030, 1.13991, -0.44654], [1.60415, 0.27169, -0.90320], [2.49095, 0.70106, 0.38332], [0.71255, -1.25023, -0.83169], [1.35502, -2.04144, -0.84442], [0.31163, -1.19131, 0.11470], [-0.74694, -0.93037, 1.16366], [-1.51154, -0.88168, 0.54100], [-0.55638, 0.04084, 1.32571], [-1.99778, -0.17489, -1.14725], [-2.76944, -0.53697, -1.73520], [-1.12930, -0.63658, -1.39210]], "forces_ev_per_a": [[0.726, -0.482, -0.653], [-0.983, 0.930, 0.635], [0.296, -0.217, -0.232], [1.947, -3.218, 2.812], [0.302, 1.451, 0.915], [-2.100, 1.850, -3.457], [1.732, -1.932, 0.076], [-1.684, 1.847, 0.006], [0.062, -0.295, -0.692], [-0.466, 0.883, 0.008], [0.412, -0.035, 0.517], [-0.293, -0.692, 0.327], [-0.811, -1.582, -1.781], [2.576, 0.853, 1.552], [-1.717, 0.641, -0.034]], "nbo_charge": [-0.9952, 0.5088, 0.4864, -0.9758, 0.5151, 0.4674, -1.0437, 0.4885, 0.5049, -0.9765, 0.5031, 0.5097, -0.9933, 0.4892, 0.5116]}

=====

Asked for energy relative to the best compared isomer or geometry (same formula, charge and spin) across the records above, the calculation gives 514.52 54.83 356.98 82.81 207.50 103.93 kJ/mol in order.